# 1
Below is one molecule with the formula C4Cl4N2O2 at a distorted geometry, with properties calculated with wB97M-V/def2-TZVPD.

**Multiplicity**: 1
**Total charge**: 0
**Frontier orbital gap (alpha / beta)**: 0.283 / 0.267 Ha
**Total energy**: -2253.0241 Eh

The geometry in XYZ format:
```
12
Properties=species:S:1:pos:R:3:mulliken_charge:R:1
C -1.347 -0.910 -0.015 0.204
C 0.298 1.154 -0.004 0.412
C -0.088 -1.537 0.136 0.468
C 1.297 0.245 0.744 0.209
N 1.024 -0.996 0.655 -0.404
N -0.896 0.377 -0.436 0.510
O -2.445 -1.382 -0.145 -0.503
O -1.399 0.895 -1.509 -0.502
Cl -0.396 2.175 1.226 -0.101
Cl 0.235 -3.038 -0.588 -0.117
Cl 2.732 0.933 1.289 -0.090
Cl 0.982 2.085 -1.352 -0.087
```

***

# 2
Below is C4F12KN2O8S4 as an isolated structure at a distorted geometry, with properties calculated with wB97M-V/def2-TZVPD.

**Multiplicity**: 1
**Total charge**: -1
**Frontier orbital gap**: 0.319 Ha
**Total energy**: -4254.9585 Eh
**Energy above the lowest of the compared OMol25 structures with the same formula, charge and spin**: 312.0 kJ/mol

The geometry in XYZ format:
```
31
Properties=species:S:1:pos:R:3:mulliken_charge:R:1
K 1.024 1.521 0.739 0.971
C 2.305 -0.337 -5.493 0.640
F 3.246 0.542 -5.952 -0.218
F 1.066 0.024 -5.950 -0.211
F 2.655 -1.518 -5.938 -0.215
S 2.326 -0.460 -3.580 0.934
O 3.711 -0.798 -3.325 -0.617
O 2.109 0.906 -3.084 -0.574
N 1.043 -1.700 -3.319 -0.499
S 0.048 -0.828 -2.548 1.093
O 0.429 -0.488 -1.199 -0.593
O -0.616 0.261 -3.332 -0.640
C -1.434 -2.078 -2.252 0.542
F -1.081 -2.963 -1.353 -0.200
F -2.485 -1.406 -1.762 -0.215
F -1.860 -2.638 -3.463 -0.235
C -2.159 0.136 1.222 0.630
F -3.368 -0.425 1.069 -0.238
F -1.217 -0.791 1.414 -0.186
F -1.930 0.968 0.252 -0.176
S -2.206 1.270 2.833 0.986
O -2.556 2.610 2.301 -0.664
O -3.145 0.636 3.782 -0.538
N -0.472 1.366 3.213 -0.362
S -0.427 0.723 4.582 0.957
O -1.253 1.491 5.532 -0.652
O -0.621 -0.729 4.560 -0.633
C 1.403 1.117 5.167 0.568
F 1.604 2.431 4.984 -0.216
F 1.611 0.736 6.445 -0.215
F 2.249 0.422 4.457 -0.226
```

***

# 3
Below is C4F12NaO12S4 as an isolated structure at a distorted geometry, with properties calculated with wB97M-V/def2-TZVPD.

**Multiplicity**: 1
**Total charge**: -3
**Frontier orbital gap**: 0.264 Ha
**Total energy**: -4008.9675 Eh
**Energy above the lowest of the compared OMol25 structures with the same formula, charge and spin**: 122.7 kJ/mol

The geometry in XYZ format:
```
33
Properties=species:S:1:pos:R:3:mulliken_charge:R:1
Na 0.207 0.775 -0.313 0.885
C 1.080 -4.058 0.259 0.529
F 1.043 -3.743 -1.041 -0.233
F 0.505 -5.244 0.441 -0.245
F 2.387 -4.155 0.588 -0.256
S 0.214 -2.694 1.301 1.009
O -1.172 -3.137 1.265 -0.715
O 0.878 -2.817 2.580 -0.689
O 0.451 -1.419 0.628 -0.360
C -1.634 -1.118 -3.638 0.585
F -2.681 -0.440 -4.105 -0.244
F -2.024 -1.620 -2.466 -0.216
F -1.281 -2.145 -4.396 -0.233
S -0.190 0.063 -3.323 1.275
O 0.403 0.169 -4.659 -0.721
O -0.777 1.299 -2.820 -0.724
O 0.702 -0.583 -2.366 -0.627
C 4.577 2.216 1.324 0.487
F 5.073 2.722 2.477 -0.255
F 4.290 3.283 0.569 -0.246
F 5.570 1.492 0.804 -0.238
S 3.015 1.137 1.635 1.229
O 2.033 2.079 2.134 -0.695
O 2.795 0.593 0.288 -0.609
O 3.418 0.131 2.604 -0.668
C -3.949 2.739 1.861 0.465
F -5.269 2.883 1.686 -0.229
F -3.410 3.950 1.758 -0.238
F -3.709 2.295 3.107 -0.240
S -3.241 1.490 0.636 1.195
O -3.735 2.028 -0.633 -0.694
O -1.799 1.635 0.788 -0.626
O -3.768 0.194 1.027 -0.662
```

***

# 4
Below is C4H10 as an isolated structure at a distorted geometry, with properties calculated with wB97M-V/def2-TZVPD.

**Multiplicity**: 1
**Total charge**: 0
**Frontier orbital gap**: 0.228 Ha
**Total energy**: -157.9502 Eh
**Energy above the lowest of the compared OMol25 structures with the same formula, charge and spin**: 1188.5 kJ/mol

The geometry in XYZ format:
```
14
Properties=species:S:1:pos:R:3:mulliken_charge:R:1
C 0.209 -1.315 1.308 -0.739
C 1.061 -0.342 0.359 -0.649
C -0.840 1.487 -0.128 -0.574
C -0.913 0.932 -1.551 -0.418
H 0.940 -2.177 1.864 0.283
H -0.269 -0.600 2.060 0.266
H -0.543 -1.816 0.680 0.257
H 1.220 -0.795 -0.693 0.280
H 0.591 0.818 0.367 0.217
H 2.189 -0.192 0.764 0.296
H -1.386 0.569 0.330 0.157
H -1.844 0.823 -2.609 0.258
H -0.250 0.006 -1.470 0.081
H -0.165 2.602 -1.282 0.287
```

***

# 5
Below is C4H10Ag2ClO2 as an isolated structure at a distorted geometry, with properties calculated with wB97M-V/def2-TZVPD.

**Multiplicity**: 1
**Total charge**: +1
**Frontier orbital gap**: 0.197 Ha
**Total energy**: -1062.6686 Eh
**Energy above the lowest of the compared OMol25 structures with the same formula, charge and spin**: 85.1 kJ/mol

The geometry in XYZ format:
```
19
Properties=species:S:1:pos:R:3:mulliken_charge:R:1
Ag 28.419 -29.503 21.274 0.712
Ag 30.568 -30.395 18.250 0.650
Cl 28.979 -28.329 18.916 -0.369
C 25.653 -26.684 17.112 -0.493
O 25.176 -25.461 17.628 -0.370
C 24.644 -25.576 18.962 -0.595
C 25.572 -26.133 20.019 -0.209
O 26.547 -25.232 20.530 -0.380
C 27.468 -24.811 19.535 -0.495
H 26.655 -26.898 17.505 0.054
H 25.773 -26.563 16.036 0.267
H 25.008 -27.541 17.331 0.313
H 23.735 -26.174 18.868 0.401
H 24.454 -24.529 19.199 0.330
H 26.002 -27.100 19.730 0.194
H 24.976 -26.300 20.922 0.356
H 28.326 -24.379 20.047 0.299
H 27.043 -24.063 18.863 0.269
H 27.828 -25.621 18.894 0.063
```

***

# 6
Below is C4H10AlNO4P as an isolated structure at a distorted geometry, with properties calculated with wB97M-V/def2-TZVPD.

**Multiplicity**: 1
**Total charge**: +3
**Frontier orbital gap**: 0.197 Ha
**Total energy**: -1096.3647 Eh

The geometry in XYZ format:
```
21
Properties=species:S:1:pos:R:3:mulliken_charge:R:1
N 1.611 -1.949 -0.702 -0.391
P 2.949 -0.987 -0.433 0.346
O 2.689 0.608 -0.854 -0.217
C 1.890 1.246 0.073 0.516
O 2.260 1.368 1.163 -0.208
O 0.601 1.738 -0.299 -0.149
C -0.313 0.761 -0.047 -0.074
C -1.788 1.132 -0.438 -0.568
C -2.599 -0.207 -0.188 -0.036
O -3.259 -0.064 1.065 -0.333
H 1.345 -2.419 0.184 0.300
H 3.991 -1.452 -1.280 0.319
H 3.269 -1.116 0.954 0.313
H -0.309 0.377 1.065 0.275
H -0.046 -0.127 -0.727 0.398
H -2.149 1.952 0.221 0.426
H -1.839 1.489 -1.496 0.393
H -1.848 -1.147 -0.051 0.168
H -3.345 -0.434 -0.986 0.478
H -2.627 0.382 1.662 0.358
Al -0.484 -1.151 1.115 0.683
```

***

# 7
Below is C4H10BBr2NO as an isolated structure at a distorted geometry, with properties calculated with wB97M-V/def2-TZVPD.

**Multiplicity**: 1
**Total charge**: 0
**Frontier orbital gap**: 0.297 Ha
**Total energy**: -5461.2034 Eh
**Energy above the lowest of the compared OMol25 structures with the same formula, charge and spin**: 275.9 kJ/mol

The geometry in XYZ format:
```
19
Properties=species:S:1:pos:R:3:mulliken_charge:R:1
B -0.010 -0.385 -0.017 0.536
C 1.743 1.200 0.853 -0.950
C 0.601 1.701 -1.322 -0.999
C -0.173 -2.348 1.585 -0.667
C -2.887 -0.731 -1.279 -0.417
N 0.764 0.762 -0.177 0.176
O 0.200 -1.065 1.149 -0.426
Br -2.902 1.034 -0.638 -0.132
Br -0.799 -1.203 -1.602 -0.084
H 2.468 1.860 0.578 0.376
H 1.112 1.425 1.735 0.327
H 2.285 0.390 1.337 0.283
H 0.170 2.633 -1.065 0.333
H 1.467 1.914 -1.902 0.347
H -0.128 1.241 -1.958 0.340
H 0.412 -2.447 2.578 0.231
H 0.069 -3.072 0.705 0.249
H -1.194 -2.418 1.764 0.303
H -3.197 -0.491 -2.322 0.173
```

***

# 8
Below is C4H10BFNO5Tl as an isolated structure at a distorted geometry, with properties calculated with wB97M-V/def2-TZVPD.

**Multiplicity**: 1
**Total charge**: +2
**Frontier orbital gap**: 0.130 Ha
**Total energy**: -885.5510 Eh
**Energy above the lowest of the compared OMol25 structures with the same formula, charge and spin**: 0.0 kJ/mol

The geometry in XYZ format:
```
23
Properties=species:S:1:pos:R:3:mulliken_charge:R:1
Tl -1.726 -1.049 1.830 1.112
B -3.381 -0.117 4.035 -0.012
H -2.509 -0.984 4.289 0.170
H -4.125 -0.719 3.327 0.068
H -3.719 0.130 5.183 0.291
H -2.943 0.826 3.412 0.054
C 0.812 -0.721 -3.734 -0.335
C 1.430 -2.006 -3.200 0.258
O 1.179 -1.799 -1.783 -0.252
C -0.009 -1.207 -1.729 0.637
O -0.582 -0.923 -0.687 -0.533
O -0.397 -0.773 -2.911 -0.261
F 2.746 -1.984 -3.396 -0.239
H 0.482 -0.792 -4.767 0.286
H 1.374 0.194 -3.568 0.260
H 0.933 -2.905 -3.559 0.337
C 1.903 2.451 1.412 -0.718
N 0.933 1.745 0.524 0.767
O -0.016 1.167 1.084 -0.428
O 1.194 1.620 -0.635 -0.405
H 1.376 2.710 2.323 0.316
H 2.294 3.330 0.908 0.318
H 2.751 1.807 1.643 0.308
```